Entry 1:
Density functional theory data (wB97M-V/def2-TZVPD) for a cluster of 11 separate species, C46H66N11O2 in total.

XYZ file:
```
125
Properties=species:S:1:pos:R:3:forces:R:3
C -2.926416 1.808152 1.781400 -1.3 -2.8 2.3
O -2.013416 0.963152 1.151400 1.0 -0.8 0.5
C -0.709416 1.537152 1.100400 -3.2 1.0 -2.1
C 0.142584 0.472152 0.534400 3.5 4.1 1.5
N 1.448584 1.034152 0.000400 1.9 1.1 1.3
H 1.304584 1.954152 -0.402600 -0.3 0.7 0.0
H 2.185584 1.198152 0.785400 -1.2 -0.3 -1.1
C 2.101584 0.280152 -1.097600 1.9 2.6 -1.0
C 2.559584 -1.072848 -0.771600 0.7 -2.2 -1.4
O 3.246584 -1.703848 -1.917600 -0.6 0.4 0.5
C 4.024584 -2.920848 -1.516600 -4.8 -1.2 -6.6
H -2.707416 2.002152 2.870400 0.6 0.5 -1.0
H -3.796416 1.111152 1.953400 0.3 1.2 -0.8
H -3.092416 2.654152 1.180400 -0.6 1.4 -0.4
H -0.495416 1.963152 2.045400 1.0 0.0 1.2
H -0.908416 2.401152 0.426400 1.1 -0.2 0.0
H -0.072416 0.069152 -0.328600 -3.2 -3.0 -3.7
H 0.549584 -0.096848 1.265400 0.1 -2.8 2.3
H 2.989584 0.990152 -1.411600 -1.4 -1.7 0.8
H 1.487584 0.342152 -1.944600 -1.3 -0.2 -1.2
H 1.834584 -1.704848 -0.246600 -0.3 -0.2 -0.6
H 3.301584 -0.893848 -0.092600 2.1 0.1 2.3
H 4.481584 -2.627848 -0.721600 3.3 0.9 5.1
H 4.646584 -3.326848 -2.381600 -0.5 1.3 1.2
H 3.214584 -3.672848 -1.438600 0.7 0.0 0.9
N 3.423584 2.752152 -5.660600 -1.0 -4.0 0.8
C 2.262584 2.128152 -6.185600 0.6 1.2 1.0
C 2.061584 0.995152 -5.423600 0.6 -1.1 0.4
C 3.244584 0.889152 -4.385600 -1.3 -0.8 -1.9
C 4.072584 1.939152 -4.719600 0.7 1.4 0.9
H 3.800584 3.568152 -5.955600 1.2 2.8 -1.3
H 1.659584 2.698152 -6.989600 1.1 -1.4 1.5
H 1.255584 0.218152 -5.717600 1.6 1.4 1.1
H 3.469584 0.061152 -3.625600 -0.5 1.3 -1.5
H 5.120584 2.288152 -4.255600 -2.8 -0.9 -1.2
N 8.756584 -2.581848 -1.939600 0.9 -1.5 -0.4
C 9.365584 -2.880848 -3.130600 -0.2 2.4 0.1
C 8.709584 -3.903848 -3.705600 -1.1 -1.2 -1.7
C 7.631584 -4.328848 -2.765600 0.7 -0.7 1.3
C 7.883584 -3.565848 -1.574600 -1.5 -0.1 0.2
H 9.237584 -1.937848 -1.388600 0.3 0.8 1.6
H 10.039584 -2.067848 -3.473600 -0.3 -1.3 -0.2
H 8.987584 -4.172848 -4.787600 -1.0 -0.1 2.0
H 6.838584 -5.189848 -2.841600 2.0 1.8 0.0
H 7.567584 -3.559848 -0.435600 0.2 -0.3 -2.9
N -0.570416 -5.772848 0.123400 -2.7 -0.6 3.0
C 0.301584 -5.389848 1.096400 3.6 0.6 0.5
C 1.655584 -5.395848 0.558400 -5.3 -1.8 -1.2
C 1.357584 -6.043848 -0.837600 7.0 3.4 1.9
C 0.104584 -6.207848 -0.993600 -6.5 -0.7 -0.7
H -1.585416 -5.913848 0.467400 2.3 0.0 -1.6
H 0.002584 -5.207848 2.180400 0.2 -0.1 -1.9
H 2.514584 -5.186848 1.170400 0.3 -0.1 -0.5
H 2.022584 -5.883848 -1.691600 0.1 -0.9 0.5
H -0.562416 -6.510848 -1.812600 0.9 0.1 0.1
N 2.154584 1.198152 3.434400 5.8 -0.2 -3.9
C 2.955584 0.199152 2.824400 -0.3 6.6 -1.1
C 3.764584 0.974152 1.971400 -0.5 -0.2 0.9
C 3.388584 2.459152 2.223400 4.8 -1.1 -4.6
C 2.468584 2.539152 3.114400 -2.1 -5.6 1.8
H 1.444584 1.045152 3.954400 -5.8 -1.8 4.6
H 2.789584 -0.820848 2.832400 -0.3 -1.7 0.6
H 4.487584 0.381152 1.341400 -0.5 1.7 0.5
H 3.773584 3.315152 1.667400 0.3 -0.5 0.3
H 1.860584 3.098152 3.704400 -1.1 2.9 0.9
N 2.104584 3.164152 -2.501600 4.7 -1.5 -2.0
C 0.771584 3.461152 -2.456600 -0.1 -3.3 -3.4
C 0.533584 4.002152 -1.264600 -3.2 3.7 2.3
C 1.845584 4.292152 -0.671600 -1.6 -2.5 -2.3
C 2.860584 3.669152 -1.367600 -8.6 0.5 -2.3
H 2.641584 2.578152 -3.304600 -2.0 1.7 2.2
H 0.104584 3.014152 -3.363600 1.6 1.4 2.6
H -0.630416 4.462152 -0.978600 4.0 -1.4 -0.6
H 1.954584 4.746152 0.203400 0.5 2.0 3.6
H 3.801584 3.738152 -1.078600 4.4 -0.4 0.1
N -6.130416 -1.564848 2.506400 -5.5 0.0 -0.8
C -5.027416 -1.484848 1.786400 1.6 0.6 -3.3
C -3.936416 -1.699848 2.564400 -0.2 0.3 2.9
C -4.620416 -1.751848 4.012400 8.8 -2.4 0.0
C -5.887416 -1.836848 3.836400 -5.1 0.8 2.3
H -7.065416 -1.478848 1.984400 2.0 -0.2 1.8
H -5.159416 -1.192848 0.662400 0.5 -0.9 2.3
H -2.856416 -1.833848 2.284400 -1.5 0.5 0.4
H -3.985416 -2.098848 4.977400 -1.8 1.2 -2.4
H -6.607416 -1.916848 4.800400 1.1 0.2 -3.2
N -8.580416 2.952152 2.497400 -7.4 3.0 3.0
C -8.371416 3.377152 1.204400 1.7 -2.1 -1.8
C -7.210416 2.662152 0.852400 -1.5 -0.5 6.3
C -6.744416 1.924152 2.192400 2.6 -0.4 -2.0
C -7.629416 2.192152 3.152400 -2.0 1.9 -3.9
H -9.647416 3.125152 2.984400 4.4 -0.5 -1.7
H -9.004416 4.004152 0.375400 1.2 -1.7 3.1
H -6.775416 2.765152 -0.038600 2.1 0.0 -3.1
H -5.838416 1.310152 2.581400 -1.3 1.2 -1.8
H -7.775416 2.088152 4.163400 0.1 -0.8 2.0
N -0.100416 0.666152 5.542400 3.4 -2.9 -0.2
C 1.067584 0.058152 6.047400 -3.1 -4.0 -3.7
C 1.143584 -1.233848 5.432400 -3.6 2.7 -1.2
C -0.059416 -1.292848 4.493400 1.0 3.5 3.4
C -0.813416 -0.129848 4.702400 4.9 -2.2 1.4
H -0.466416 1.353152 6.062400 -1.8 3.3 1.9
H 1.608584 0.555152 6.743400 1.7 1.1 2.0
H 1.686584 -2.118848 5.621400 1.1 -0.2 0.3
H -0.392416 -1.929848 3.772400 -0.3 -2.3 -1.6
H -1.528416 0.390152 4.252400 -3.6 1.0 -2.2
N -0.922416 -3.194848 -1.314600 -0.9 2.2 0.0
C -1.915416 -2.589848 -0.437600 4.2 6.9 -12.1
C -2.379416 -1.461848 -1.108600 3.5 -3.5 -1.7
C -1.659416 -1.404848 -2.394600 0.6 -0.1 0.2
C -0.705416 -2.461848 -2.467600 -4.2 2.0 3.3
H -0.270416 -3.844848 -0.949600 0.5 -0.7 0.1
H -2.022416 -3.200848 0.199400 -2.6 -7.1 9.7
H -3.158416 -0.915848 -0.787600 -2.4 2.1 0.8
H -1.812416 -0.640848 -3.191600 0.1 -0.8 0.9
H -0.075416 -2.742848 -3.228600 1.4 -0.6 -1.4
N -5.600416 3.998152 -2.500600 -1.1 2.6 -0.7
C -4.710416 4.900152 -1.735600 0.4 -2.3 -1.9
C -3.761416 4.028152 -1.156600 -0.7 -0.7 -0.7
C -4.138416 2.568152 -1.506600 0.7 1.7 1.6
C -5.298416 2.659152 -2.250600 1.0 1.5 -0.5
H -6.345416 4.387152 -3.281600 2.7 -1.6 3.1
H -4.684416 6.035152 -1.953600 -0.2 -2.3 0.6
H -2.829416 4.368152 -0.596600 -1.6 -0.6 -0.7
H -3.615416 1.634152 -1.048600 -1.2 1.9 -1.1
H -5.890416 1.911152 -2.744600 0.0 -0.2 0.1
```
Positions in Å, forces in eV/Å.

The max |F| is 14.49 eV/A. As for the charge: +1. As for the relative energy (zero: lowest compared OMol25 entry of this formula, charge and spin): 87.6 kcal/mol. For the LUMO energy, the calculation gives -0.052 Ha.

Entry 2:
Density functional theory data (wB97M-V/def2-TZVPD) for a structure of composition C16H22GaN2O3.

XYZ file:
```
44
Properties=species:S:1:pos:R:3:forces:R:3
C -4.193070 1.833261 6.654808 0.1 0.0 -1.1
C -4.138170 1.493721 5.488382 -0.1 -0.3 -0.2
Ga -4.124903 1.137747 3.471835 0.1 0.4 -0.3
C -4.615366 2.896781 2.534214 0.2 -0.7 0.9
C -2.223789 0.630546 2.847677 -0.7 0.2 0.6
O -1.619019 1.718515 2.116002 0.3 -0.3 0.1
C -1.305592 1.425762 0.795755 -0.1 0.2 -0.3
C -5.524551 -0.240380 2.907871 0.6 0.4 0.4
O -5.267544 -1.599038 3.325230 -0.2 -0.2 -0.3
O -5.721993 -1.718441 4.664190 -0.3 -0.3 0.2
H -4.195988 2.395440 7.533607 -0.1 0.2 1.0
H -3.785921 3.586319 2.627944 0.2 0.2 -0.2
H -4.883348 2.734502 1.500597 -0.1 0.1 -0.4
H -5.450379 3.314168 3.084930 -0.4 0.2 0.0
H -1.581611 0.430082 3.701745 0.2 -0.1 0.2
H -2.253053 -0.289565 2.266041 0.1 -0.1 -0.3
H -1.108579 0.371361 0.616040 0.0 -0.3 0.1
H -0.410822 1.961547 0.492431 0.3 0.3 0.0
H -2.099792 1.746095 0.116383 -0.3 -0.1 -0.2
H -6.534941 0.047824 3.190470 -0.3 -0.1 0.1
H -5.521132 -0.290129 1.823144 0.1 -0.1 -0.4
H -4.932662 -1.525619 5.181127 0.2 0.3 0.1
N 2.201099 -0.195851 -0.119683 0.1 0.1 -0.1
C 2.367116 1.031742 0.369349 -0.1 -0.1 0.1
C 2.999253 2.054657 -0.322985 0.0 0.0 0.0
C 3.486783 1.787710 -1.591866 0.0 0.0 0.0
C 3.322985 0.516076 -2.117593 0.1 0.1 0.0
C 2.674939 -0.432381 -1.341555 -0.1 -0.1 0.1
H 1.968937 1.196686 1.364454 0.0 0.1 0.0
H 3.102849 3.034333 0.123182 0.0 0.0 0.0
H 3.985702 2.560064 -2.164372 0.0 0.0 0.0
H 3.686281 0.260889 -3.103944 -0.1 0.0 0.0
H 2.522544 -1.440290 -1.714339 0.0 0.0 -0.1
N 3.845573 -1.493221 -4.899167 0.1 -0.1 -0.1
C 5.143962 -1.662391 -5.143657 0.0 0.1 0.0
C 5.735073 -2.899893 -5.344933 0.0 0.0 0.0
C 4.933330 -4.027837 -5.284934 0.0 -0.1 0.0
C 3.581192 -3.872480 -5.029717 0.0 0.0 0.0
C 3.089969 -2.588834 -4.846768 -0.1 0.1 0.0
H 5.735541 -0.753593 -5.177201 0.0 0.0 0.0
H 6.795692 -2.975958 -5.541292 0.0 0.0 0.0
H 5.356267 -5.013228 -5.433937 0.0 0.0 0.0
H 2.919870 -4.725811 -4.972586 0.0 0.0 0.0
H 2.037270 -2.420887 -4.646879 0.0 -0.1 0.0
```
Positions in Å, forces in eV/Å.

The max |F| is 1.16 eV/A. As for the charge: -1. For the LUMO energy, the calculation gives 0.073 Ha.